ORCA calculation (ωB97M-V/def2-TZVPD) on a cluster of 5 separate species, C35H54N6O7PS3 in total at a distorted geometry.

Last column: Mulliken charge in e.
Atoms and positions in Å:
H: 3.28 0.17 -2.44  0.73
H: 1.82 -1.72 -4.13  0.40
H: -2.86 5.34 1.65  0.22
C: 0.49 -6.81 8.27  -0.72
S: 1.58 -3.78 -2.41  -0.08
P: 3.04 0.80 0.57  -0.02
N: 1.07 -6.19 9.35  0.02
H: 4.42 -4.06 -1.62  0.09
O: 4.78 -1.60 2.63  -0.46
C: 3.97 -2.18 1.71  -0.59
C: 0.80 -0.60 4.55  -0.55
C: 2.91 -0.86 -2.42  -0.10
C: -1.23 2.28 -0.64  -0.79
H: -0.02 -3.61 7.70  0.47
C: 0.87 -3.88 -0.75  -1.08
O: 0.36 0.14 0.57  -0.31
H: 1.18 0.15 -1.54  0.23
H: 2.79 -0.55 3.80  0.58
C: 1.56 -0.86 -1.71  -1.55
H: -2.84 7.69 0.80  0.41
C: -7.40 6.86 -5.88  -0.48
H: -0.04 -4.48 -0.77  0.74
C: -0.15 1.19 1.42  0.17
H: -1.72 1.66 -1.38  0.34
N: 1.59 -1.51 -0.33  1.01
H: -2.47 4.80 -3.04  0.45
C: -3.77 4.16 -4.73  -0.06
H: 3.11 -0.58 -4.56  0.54
H: -0.33 -2.12 -0.81  0.84
H: 0.71 -1.67 4.76  0.39
C: 2.83 -1.38 -3.87  -1.00
C: 2.56 -2.47 2.16  -0.12
H: 0.61 1.97 1.52  0.49
H: 4.03 -0.03 0.05  0.14
C: -0.03 -5.84 7.46  -0.04
C: -1.42 1.71 0.77  -1.17
H: -0.19 -0.22 4.30  0.24
C: 0.13 6.23 0.99  -0.46
C: 3.92 -5.02 -1.45  -0.88
C: 0.93 -4.84 9.23  -0.58
C: -8.35 5.22 -7.08  -0.38
C: -0.63 7.38 0.66  -0.44
C: -0.56 -4.40 2.75  0.52
C: 3.75 -2.54 -4.19  0.16
C: -0.19 -2.66 1.26  -0.51
H: -8.85 4.69 -7.88  0.41
N: -1.83 3.20 -4.29  0.05
C: -0.75 5.28 1.44  -0.54
H: 1.77 0.70 3.14  0.32
H: -0.95 3.00 -3.86  0.19
H: 3.66 -5.06 -0.38  0.25
C: 1.79 -0.36 3.40  -1.22
O: 4.29 -2.32 0.58  -0.34
H: 1.52 -6.66 10.11  0.19
H: 0.81 -1.40 -2.29  1.07
H: -0.58 4.28 1.79  0.47
H: 5.16 -2.23 3.26  0.40
H: -0.55 -6.01 6.54  0.26
C: -8.02 6.60 -7.07  -0.39
N: -2.01 5.81 1.38  0.03
H: 5.54 -3.06 -3.95  0.43
H: -6.95 5.58 -4.26  0.24
H: -1.25 -2.45 1.16  0.61
C: 1.58 -0.47 0.80  -0.61
C: -2.70 4.18 -3.88  -0.85
H: 2.99 -5.35 -3.38  0.48
H: 2.54 -2.89 3.17  0.82
O: 1.19 0.13 5.70  -0.58
H: -1.80 1.76 -5.87  0.38
H: -1.67 3.28 -0.73  0.25
H: -8.21 7.33 -7.85  0.39
H: -0.18 2.37 -0.93  0.02
C: 1.58 -1.26 2.16  1.81
O: 3.48 -3.50 -4.83  -0.56
C: 0.25 -4.58 8.07  -0.35
H: 3.65 -1.44 -1.87  0.25
H: -2.14 0.89 0.73  0.46
H: -7.00 7.78 -5.47  0.37
H: 2.21 -3.25 1.49  -0.04
H: 1.57 -4.40 -0.09  0.34
H: 1.20 6.12 0.92  0.43
H: -7.98 3.68 -5.52  0.38
N: -7.35 5.69 -5.17  -0.01
H: -0.26 8.32 0.28  0.41
H: -4.19 2.85 -6.50  0.41
S: 2.65 2.41 -0.41  -0.25
C: 0.45 -2.53 -0.17  -1.08
H: -1.85 2.46 1.44  0.64
H: 2.10 -6.06 -2.03  0.60
H: 0.49 -7.88 8.18  0.36
S: -1.27 -4.92 4.02  -0.37
O: 0.27 -1.78 2.26  -0.10
N: -0.02 -4.02 1.75  -0.37
C: -7.93 4.69 -5.90  -0.50
H: 2.48 -2.03 -0.29  -0.04
C: 2.70 -5.20 -2.34  -0.66
H: -0.37 0.78 2.41  -0.38
H: 1.93 -0.30 6.14  0.37
H: 4.64 -5.82 -1.63  0.41
H: 1.31 -4.17 9.99  0.37
O: 4.97 -2.33 -3.66  -0.46
C: -1.95 7.09 0.91  -0.55
C: -2.34 2.56 -5.39  -0.48
H: 3.45 0.98 1.89  0.20
C: -3.54 3.13 -5.69  -0.59
H: -4.63 4.81 -4.68  0.49

Output
Total energy   -3756.8894 Ha
LUMO energy   -2.58 eV
Charge   +1
Highest occupied orbital energy   -9.30 eV

ORCA calculation (ωB97M-V/def2-TZVPD) on a structure of composition C35H55AsClF32NO6PSi at a distorted geometry.

Last column: Mulliken charge in e.
Atoms and positions in Å:
C: -2.20 5.39 6.54  1.06
H: -0.26 1.08 0.27  -0.52
H: 5.91 0.03 1.97  0.20
H: -0.96 1.25 -5.33  0.37
H: 3.40 -0.18 1.81  0.16
C: -0.10 3.21 -0.63  -0.76
F: 0.12 3.59 -7.46  -0.30
F: -6.72 -6.36 -4.00  -0.21
O: 0.04 -3.39 2.17  -0.58
H: 0.37 1.13 -1.55  0.25
H: 4.25 3.65 4.25  0.14
H: -0.90 -1.47 2.48  0.40
H: -0.53 3.61 0.39  0.17
H: -4.58 -9.73 -5.35  0.27
H: 4.50 1.67 -1.26  0.23
C: 3.36 -0.67 4.34  0.19
H: 3.04 1.03 -2.27  0.24
O: -3.88 -5.99 -4.35  -0.39
H: 2.52 -7.22 -3.32  0.31
H: -4.12 5.15 7.42  0.42
H: 5.67 -0.08 4.15  0.02
H: -0.83 -3.69 2.59  0.37
Si: 4.65 2.25 2.13  0.68
C: 3.51 1.00 -1.17  -0.43
H: -1.46 2.97 4.65  0.20
F: 0.12 5.19 6.07  -0.23
F: -0.52 6.98 7.14  -0.22
F: -4.07 8.96 8.46  -0.30
F: 1.03 -4.42 -5.78  -0.28
F: -3.32 -9.26 -3.09  -0.33
H: -0.53 2.07 2.21  -0.09
H: 3.11 -1.29 -0.66  -0.23
H: 2.16 3.18 3.79  0.13
C: -1.10 -2.02 0.28  -0.66
H: -0.89 3.34 -1.48  0.22
F: -4.92 -6.66 -6.25  -0.28
H: -6.15 -4.45 -4.06  0.24
C: -4.86 -5.66 -5.33  0.74
H: 2.27 1.14 4.70  0.09
F: 2.33 -3.37 -0.49  -0.33
H: 6.13 3.53 3.76  0.34
H: -0.56 5.15 7.94  0.28
C: 1.71 -5.13 -4.84  -0.05
C: 1.44 -4.31 -0.91  0.46
C: 2.15 -5.61 -1.28  0.58
F: -4.88 -7.81 -2.65  -0.28
H: 6.18 1.05 0.40  0.22
F: -1.98 10.24 7.05  -0.26
F: -1.49 2.14 -7.28  -0.28
F: 2.18 -4.23 -3.96  -0.15
F: -0.32 -5.58 -3.66  -0.23
C: -3.37 -7.32 -4.40  -0.28
H: 5.61 4.37 1.13  0.31
H: 2.78 -0.97 5.34  0.32
C: 1.46 -7.03 -3.11  -0.80
C: -3.67 1.35 -5.31  0.01
C: -0.38 2.47 4.56  -0.43
C: 4.57 3.79 0.97  -1.01
H: 0.31 3.10 5.27  0.22
H: 3.73 4.56 1.23  0.22
F: -3.71 1.91 -6.54  -0.22
H: 4.81 -0.67 -0.07  -0.05
F: -2.36 4.03 6.39  -0.33
H: -1.36 -0.89 0.00  0.15
O: 1.07 0.04 2.27  -0.37
C: 5.11 2.94 3.91  -0.90
O: -0.85 3.35 -5.47  -0.40
H: 2.55 -5.62 -5.34  0.26
C: 4.98 -0.80 4.76  -0.83
C: -1.27 2.16 -4.79  -0.45
C: 0.07 2.73 2.97  -0.07
F: -5.83 -10.11 -3.85  -0.29
F: -1.83 8.52 5.73  -0.20
F: 3.15 -5.44 -2.18  -0.27
C: -2.07 4.48 -7.29  0.20
C: -3.18 8.27 7.69  0.75
H: 4.47 -0.93 -1.91  0.35
F: -2.78 1.50 -3.14  -0.31
H: -0.32 3.85 2.76  0.31
F: -7.14 -5.05 -5.69  -0.27
F: -3.18 3.38 -4.15  -0.30
H: -3.36 0.31 -5.41  0.29
H: 5.11 -0.49 5.90  0.25
Cl: -0.58 0.69 5.00  -0.22
C: 3.97 -0.54 -0.89  -0.20
H: 0.71 -4.47 -0.11  0.21
H: 3.03 -1.45 3.54  -0.25
H: 1.92 3.60 1.97  -0.10
H: -0.67 2.15 -3.87  0.20
H: 5.34 -1.91 4.66  0.32
O: -3.89 7.13 7.20  -0.41
C: -4.20 -8.39 -3.68  0.81
P: 2.27 1.75 0.05  -0.09
C: 1.68 2.77 2.80  -0.96
C: -2.74 2.11 -4.36  0.95
F: -4.37 -4.58 -5.99  -0.27
H: 4.51 3.56 -0.17  0.22
F: -2.43 5.91 5.30  -0.30
F: -2.31 4.45 -8.62  -0.26
C: -1.09 3.37 -6.87  0.76
F: 2.74 -6.14 -0.17  -0.29
F: -4.94 1.37 -4.84  -0.28
N: 3.00 0.77 4.06  -0.57
C: -3.29 5.87 7.51  -0.81
F: -2.19 7.87 8.52  -0.27
C: 1.16 -1.14 1.41  0.38
H: -2.98 5.80 8.56  0.34
C: -0.77 5.66 6.99  0.04
H: 0.99 -8.02 -3.16  0.45
C: 0.46 1.64 -0.50  0.70
F: 0.34 -7.01 -5.16  -0.35
H: 1.17 -0.94 0.26  -0.37
C: -2.67 9.18 6.56  0.20
C: -5.14 -9.19 -4.58  0.12
H: 0.85 3.89 -0.88  0.24
H: 2.04 -1.88 1.65  0.10
H: -1.68 5.46 -7.02  0.24
F: 0.79 -3.77 -1.98  -0.32
C: 0.79 -6.16 -4.19  1.07
H: 5.34 2.05 4.65  0.16
As: 2.61 1.08 2.23  0.53
H: 7.17 1.47 2.03  0.34
H: -3.50 9.56 5.96  0.23
H: -2.16 -2.55 0.38  0.35
H: -2.41 -7.27 -3.88  0.03
H: -0.50 -2.46 -0.63  -0.02
C: 6.13 1.14 1.59  -0.81
C: -6.22 -5.32 -4.72  0.22
O: 1.25 -6.61 -1.75  -0.38
H: -3.11 -7.62 -5.43  0.35
F: -3.28 4.33 -6.68  -0.21
C: -0.23 -2.02 1.69  -0.06
F: -6.06 -8.42 -5.18  -0.21

Output
Total energy   -8395.0271 Ha
LUMO energy   1.61 eV
Charge   -1
ΔE to the lowest compared entry with this formula, charge and spin   155.4 kcal per mole
Highest occupied orbital energy   -3.52 eV

Calculated values (eV) of orbital gap for the records, taken in order: 6.7; 5.1.